Record 1
DFT (ωB97M-V/def2-TZVPD) results for a molecular structure, C30H26BrN10O5S5Ta.

Geometry as XYZ:
```
78
Properties=species:S:1:pos:R:3:lowdin_charge:R:1
Ta -0.412 -0.120 -0.382 1.461
Br -2.026 -3.744 0.808 0.848
S 0.313 -2.003 -1.704 0.619
S -1.594 -2.923 -3.778 1.028
S -0.939 1.159 -2.360 0.646
S 2.687 -2.982 1.178 0.668
S -2.740 -0.230 -4.262 1.021
O 4.190 4.704 -3.651 0.108
O -2.099 -0.939 -0.346 -0.382
O -3.550 -2.425 -5.475 0.004
O 5.023 5.627 -1.887 0.122
O -4.106 -0.150 -0.801 0.129
N 1.921 0.595 -1.509 -0.009
N 3.479 -0.435 1.474 0.074
N -1.780 -0.636 2.738 0.185
N -0.223 -2.200 3.380 0.212
N -3.493 0.901 2.547 -0.111
N -1.683 0.998 1.078 0.001
N 5.137 -2.079 1.464 0.077
N 0.917 1.643 0.691 0.013
N 4.299 4.841 -2.451 -0.337
N 0.168 -0.986 1.462 -0.044
C -3.389 -1.111 -0.742 -0.488
C -4.049 0.458 3.826 -0.012
C -2.799 -1.965 -4.676 -0.970
C -0.906 -1.591 -2.883 -1.064
C -3.228 -3.671 -0.662 -0.588
C -1.420 -0.343 -3.122 -1.089
C 3.102 4.427 -0.407 0.084
C 3.483 3.945 -1.601 -0.057
C 6.128 -1.176 1.606 -0.026
C 2.273 1.874 -1.253 -0.185
C 2.484 0.019 -2.553 -0.137
C -4.755 -2.551 -2.134 -0.021
C -5.135 -3.763 -2.680 -0.042
C 1.942 4.028 1.753 0.035
C -2.319 0.466 2.081 -0.403
C 3.708 1.979 -3.177 0.047
C -4.550 -4.931 -2.217 -0.036
C 0.709 2.000 1.951 -0.114
C 4.441 0.450 1.617 -0.096
C 3.385 0.670 -3.402 0.009
C -0.580 -1.266 2.492 -0.521
C 2.262 3.641 0.444 -0.122
C -3.774 -2.482 -1.141 -0.187
C 5.810 0.143 1.685 -0.018
C -3.612 -4.889 -1.194 -0.115
C 1.771 2.416 -0.024 -0.158
C 1.213 3.166 2.528 -0.006
C 3.148 2.620 -2.053 -0.048
C 3.806 -1.748 1.386 -0.807
C -4.262 1.858 1.747 -0.005
H 0.106 1.341 2.548 0.091
H -5.305 1.793 2.045 0.106
H 4.125 1.488 1.687 0.113
H -4.831 -5.888 -2.637 0.123
H 5.353 -3.066 1.407 0.149
H -5.876 -3.793 -3.467 0.125
H 7.134 -1.568 1.652 0.147
H -4.522 -0.524 3.747 0.107
H 3.439 5.405 -0.092 0.145
H -4.206 1.593 0.691 0.077
H 0.982 -1.629 1.405 -0.062
H 3.810 0.127 -4.235 0.127
H -3.918 2.883 1.905 0.107
H -3.184 -5.801 -0.804 0.108
H -3.287 0.450 4.606 0.100
H -4.810 1.169 4.133 0.103
H 0.994 3.381 3.564 0.123
H -0.767 -2.418 4.197 0.131
H -5.191 -1.625 -2.485 0.130
H 4.382 2.506 -3.832 0.123
H -2.135 1.835 0.733 0.090
H 2.213 -1.008 -2.749 0.053
H -2.377 -1.080 3.417 0.135
H 0.621 -2.730 3.206 0.092
H 6.566 0.903 1.802 0.119
H 2.306 4.969 2.146 0.139
```

lowest unoccupied orbital energy = -6.16 eV
largest force on an atom = 1.1 eV/Å
charge = +2

Record 2
DFT (ωB97M-V/def2-TZVPD) results for a molecular structure, C30H26BrN2O4PPd.

Geometry as XYZ:
```
65
Properties=species:S:1:pos:R:3:nbo_charge:R:1
Pd 0.172 0.064 0.155 0.720
Br -2.144 -1.418 0.160 0.122
P 0.001 1.735 -1.254 1.172
O 2.175 -0.098 -0.005 -0.774
O 3.895 -0.530 3.753 -0.707
O -1.134 1.559 1.343 -0.809
O -1.924 3.650 1.427 -0.658
N 1.868 -1.378 1.920 -0.437
N 0.537 -1.334 1.650 -0.246
C -0.238 3.180 -0.197 -0.869
C -1.208 2.779 0.968 0.781
C 6.224 -0.743 0.335 -0.243
C 2.654 3.489 -3.805 -0.235
C -4.620 -3.277 1.272 -0.188
C -6.270 -2.940 3.481 -0.213
C 2.183 0.948 -2.772 -0.171
C -0.318 -2.047 2.276 0.016
C -2.547 1.306 -4.428 -0.200
C -4.906 -2.742 3.598 -0.136
C 6.062 -0.800 2.732 -0.319
C -3.788 1.278 -3.813 -0.198
C 6.826 -0.868 1.575 -0.187
C 2.580 -0.226 1.296 0.237
C -5.985 -3.489 1.162 -0.207
C -1.397 1.460 -3.667 -0.226
C 4.072 -0.479 1.394 -0.140
C -2.739 1.550 -1.665 -0.216
C -4.065 -2.891 2.492 -0.102
C 4.853 -0.547 0.252 -0.155
C 1.378 2.015 -2.388 -0.403
C -1.486 1.584 -2.283 -0.293
C -1.716 -2.120 1.882 -0.108
C 4.694 -0.604 2.635 0.374
C -6.813 -3.314 2.260 -0.204
C -2.631 -2.675 2.687 -0.167
C 3.449 2.419 -4.193 -0.192
C 1.619 3.287 -2.906 -0.126
C 3.212 1.153 -3.678 -0.205
C -3.882 1.402 -2.433 -0.208
H -0.613 4.051 -0.732 0.252
H 2.839 4.478 -4.201 0.218
H -2.469 1.211 -5.503 0.216
H 2.336 0.678 1.888 0.149
H 2.018 -0.031 -2.341 0.248
H 3.838 0.322 -3.974 0.217
H -2.255 -2.979 3.660 0.219
H -6.909 -2.806 4.343 0.215
H 6.821 -0.792 -0.566 0.213
H 7.895 -1.019 1.651 0.213
H -4.482 -2.454 4.552 0.206
H 4.448 -0.540 4.541 0.486
H 6.527 -0.898 3.706 0.205
H 0.997 4.122 -2.608 0.209
H 4.359 -0.434 -0.703 0.238
H -6.402 -3.798 0.213 0.216
H -3.986 -3.431 0.411 0.221
H 2.085 -1.529 2.901 0.380
H -4.849 1.383 -1.949 0.222
H -2.823 1.626 -0.589 0.247
H 0.734 3.421 0.242 0.264
H -0.430 1.487 -4.153 0.226
H -0.017 -2.660 3.124 0.193
H 4.259 2.575 -4.893 0.216
H -7.879 -3.478 2.167 0.216
H -4.685 1.160 -4.407 0.216
```

lowest unoccupied orbital energy = -0.28 eV
largest force on an atom = 0.6 eV/Å
charge = 0